Entry i
{"formula": "C5H5NO", "method": "ωB97M-V/def2-TZVPD", "symbols": ["C", "C", "C", "O", "C", "C", "N", "H", "H", "H", "H", "H"], "xyz": [[-1.9536, 0.9731, -0.3568], [-1.2606, 0.0918, 0.0794], [-0.1734, -0.8078, 0.4833], [-0.1628, -2.0126, -0.2498], [1.2005, -0.0459, 0.3754], [1.1143, 1.2307, -0.3368], [0.9606, 2.2424, -0.8756], [-2.5141, 1.7969, -0.7391], [-0.2959, -1.1070, 1.5286], [-0.4234, -1.8110, -1.1576], [1.5930, 0.1541, 1.3775], [1.9152, -0.7044, -0.1286]], "total_charge": 0, "homo_energy_ha": -0.3889, "lumo_ev": 0.71, "gap_ha": 0.415}

=====

Entry ii
{"formula": "C5H5NO", "method": "ωB97M-V/def2-TZVPD", "symbols": ["N", "C", "C", "C", "C", "O", "C", "H", "H", "H", "H", "H"], "xyz": [[0.1796, -2.9865, 0.0695], [-0.0711, -1.8661, 0.2373], [-0.4005, -0.5075, 0.4018], [0.7075, 0.3589, 0.8795], [0.6459, 1.5221, 0.1902], [-0.4311, 1.5694, -0.6309], [-0.6416, 0.1796, -0.9314], [-1.2355, -0.5181, 1.0533], [1.5047, 0.1615, 1.5708], [1.3219, 2.3512, 0.2016], [0.0213, -0.2969, -1.7243], [-1.6010, 0.0324, -1.3174]], "total_charge": 0, "homo_energy_ha": -0.3452, "lumo_ev": 0.85, "gap_ha": 0.376}

=====

Entry iii
{"formula": "C5H5NO", "method": "ωB97M-V/def2-TZVPD", "symbols": ["C", "C", "C", "C", "C", "N", "O", "H", "H", "H", "H", "H"], "xyz": [[-1.0569, -0.1690, 1.2286], [-2.0759, -0.3516, 0.2926], [0.2787, -0.2340, 0.8915], [-0.4039, -0.8885, -0.9956], [1.1126, 0.2636, -0.3467], [0.5460, -0.1918, -1.6198], [-1.6689, -0.5301, -0.9238], [-1.1080, -0.2113, 2.3500], [-3.0869, -0.7512, 0.3870], [0.8545, 1.3109, -0.3004], [2.2066, -0.0167, -0.2818], [0.2786, 0.6213, -2.3017]], "total_charge": 0, "homo_energy_ha": [-0.2728, -0.2728], "lumo_ev": [0.21, 0.21], "gap_ha": [0.281, 0.281]}

=====

Entry iv
{"formula": "C5H5NO", "method": "ωB97M-V/def2-TZVPD", "symbols": ["C", "C", "C", "C", "N", "C", "O", "H", "H", "H", "H", "H"], "xyz": [[-0.8612, -0.8035, 2.0656], [-0.6067, -0.6127, 0.9047], [-0.2251, -0.3944, -0.4965], [-1.3823, -0.0129, -1.3212], [-2.2582, 0.3216, -1.9970], [0.8820, 0.6861, -0.6152], [1.9875, 0.3639, 0.1779], [-1.1067, -0.9998, 3.0859], [0.1821, -1.3343, -0.8886], [0.4518, 1.6665, -0.3675], [1.2292, 0.7139, -1.6511], [1.7076, 0.4057, 1.1030]], "total_charge": 0, "homo_energy_ha": -0.3962, "lumo_ev": 0.69, "gap_ha": 0.422}

=====

The winner here is entry ii, beating the second structure by 0.738 eV.